Here is the ion C9H17N4O with charge +1 from the OMol25 dataset. Energies are from ωB97M-V/def2-TZVPD.

The geometry in XYZ format:
```
31
Properties=species:S:1:pos:R:3:forces:R:3
C -4.166 -0.665 0.733 0.310 -2.410 1.345
C -4.580 0.649 0.615 -1.239 0.141 -0.133
C -2.899 -0.640 0.265 2.346 -1.543 -1.153
C -1.493 1.174 -0.873 1.323 -1.167 -2.667
C -0.597 0.026 -1.540 -2.987 -1.127 1.872
C -0.525 -1.990 -0.071 -2.804 1.762 -1.220
C 2.288 1.996 1.381 2.112 2.710 -0.289
C 1.620 -0.939 -0.488 -0.719 -0.354 -3.097
C 2.289 0.415 -0.452 -0.458 -1.705 3.895
N -3.689 1.369 -0.048 -1.784 1.625 0.610
N -2.694 0.552 -0.287 2.518 1.982 -0.832
N -0.250 -2.672 1.069 0.188 0.192 -2.204
N 0.121 -0.671 -0.442 0.048 -3.742 -0.237
O 1.734 0.886 0.780 -1.428 -1.430 0.826
H -4.568 -1.595 1.156 -0.326 0.991 -0.074
H -5.546 0.978 0.985 0.330 0.582 -0.402
H -0.765 1.753 -0.270 -0.832 -0.552 0.796
H -1.648 1.945 -1.706 -0.907 -1.355 1.112
H -1.060 -0.756 -2.202 -0.327 0.799 1.054
H 0.093 0.395 -2.162 2.829 2.019 -2.076
H -1.105 -2.425 -0.919 1.009 0.175 0.944
H 3.411 1.981 1.691 -1.532 -0.596 -1.176
H 1.865 2.337 2.340 -0.787 -0.718 -0.657
H 2.102 2.741 0.580 0.730 0.714 1.064
H 1.704 -1.586 0.362 1.085 0.058 0.444
H 1.728 -1.529 -1.413 0.611 0.245 0.314
H 3.295 0.381 -0.205 2.340 -0.725 -0.362
H 2.170 1.042 -1.252 -0.813 1.623 -2.180
H -0.718 -3.576 0.989 0.340 0.351 1.134
H -0.201 -2.109 1.892 -0.236 -0.414 0.900
H 0.198 -0.077 0.322 -0.938 1.871 2.451
```
Forces are in eV/Å.

lowest unoccupied orbital energy (spin up / spin down)	-3.5 / -4.2	eV
HOMO-LUMO gap (spin up / spin down)	0.3211 / 0.2682	hartree
charge	+1

---

Here is a structure of composition C35H43ClN2Si2Sn from the OMol25 dataset. Energies are from ωB97M-V/def2-TZVPD.

The geometry in XYZ format:
```
84
Properties=species:S:1:pos:R:3:forces:R:3
C 0.789 1.430 1.010 -0.140 -0.730 -0.060
C 1.978 1.033 0.346 -0.106 -0.255 -0.095
C 1.939 1.542 -0.977 -0.332 0.280 -0.240
H 2.828 0.522 0.810 -0.426 0.182 -0.219
C 0.729 2.267 -1.135 0.280 -0.312 -0.266
C 0.007 2.197 0.093 -0.354 -0.501 -0.448
H -0.904 2.752 0.334 0.423 -0.248 -0.123
H 0.572 1.285 2.074 0.076 0.073 -0.484
H 2.746 1.481 -1.716 -0.398 -0.005 0.319
H 0.434 2.837 -2.020 0.102 -0.239 0.391
Sn -0.404 -0.487 -1.042 0.960 1.878 1.576
Si 0.889 -2.418 -4.122 -2.235 1.058 4.566
C 2.278 -2.957 -2.934 0.286 -0.800 -0.099
C 2.590 -4.312 -2.848 0.194 -0.018 -0.295
H 1.983 -5.042 -3.400 0.432 0.179 0.192
C 3.698 -4.718 -2.105 -0.251 -0.210 0.022
H 3.982 -5.762 -2.133 -0.023 -0.052 0.175
C 4.446 -3.803 -1.375 -0.071 0.040 -0.296
H 5.316 -4.133 -0.812 -0.170 0.084 -0.101
C 4.088 -2.457 -1.404 -0.087 0.250 0.009
H 4.684 -1.723 -0.862 -0.234 -0.168 -0.030
C 2.998 -2.027 -2.162 -0.270 0.159 -0.391
H 2.704 -0.966 -2.165 0.296 -0.466 -0.016
C 1.301 -0.483 -4.641 -0.095 0.330 -0.198
C 2.629 -0.078 -4.775 0.327 -0.471 -0.531
H 3.458 -0.789 -4.669 -0.401 0.286 -0.063
C 2.924 1.233 -5.146 -0.336 0.722 0.079
H 3.950 1.523 -5.382 -0.251 -0.202 0.262
C 1.905 2.193 -5.262 -0.234 -0.853 -0.031
H 2.130 3.214 -5.584 -0.085 -0.412 0.202
C 0.578 1.792 -5.015 0.563 0.616 -0.171
H -0.216 2.539 -5.111 0.182 -0.403 0.170
C 0.280 0.472 -4.693 -0.415 -0.687 -0.229
H -0.763 0.172 -4.530 0.378 0.162 -0.117
H 0.391 -1.613 -2.912 0.185 0.308 -0.206
Si 1.862 -2.795 -6.099 0.860 -1.079 -3.744
C 1.757 -1.733 -7.596 -0.458 -0.617 0.467
C 2.878 -1.716 -8.448 -0.005 0.670 0.305
H 3.610 -2.527 -8.396 -0.099 0.460 0.008
C 3.043 -0.617 -9.294 -0.334 -0.132 -0.034
H 3.943 -0.549 -9.914 -0.473 0.059 0.150
C 2.054 0.383 -9.320 0.120 0.003 -0.121
H 2.192 1.263 -9.962 -0.025 -0.431 0.335
C 0.866 0.268 -8.576 -0.057 -0.345 -0.008
H 0.095 1.039 -8.624 0.249 -0.254 -0.189
C 0.687 -0.836 -7.744 0.655 0.531 -0.090
H -0.218 -0.999 -7.155 0.231 0.372 -0.188
C 3.327 -3.926 -6.138 -0.354 0.678 0.817
C 4.507 -3.362 -5.634 0.075 -0.604 -0.080
H 4.519 -2.313 -5.336 0.235 -0.334 -0.042
C 5.634 -4.166 -5.510 -0.069 0.123 -0.171
H 6.550 -3.726 -5.118 -0.132 -0.313 -0.119
C 5.568 -5.502 -5.922 0.020 -0.210 -0.122
H 6.469 -6.121 -5.862 -0.382 0.207 0.032
C 4.387 -6.062 -6.442 -0.068 0.506 -0.074
H 4.364 -7.097 -6.788 0.066 0.319 0.175
C 3.240 -5.265 -6.545 0.252 0.072 0.343
H 2.284 -5.644 -6.920 0.454 -0.095 0.092
H 0.569 -3.577 -5.741 0.321 0.245 -0.150
Cl -1.027 -3.471 -3.797 1.362 0.611 -0.758
C -3.595 -0.712 -0.865 -0.192 -0.041 -0.046
N -2.500 -0.730 0.128 -0.054 0.044 -0.014
C -2.706 0.380 1.084 -0.300 0.259 0.282
C -2.478 -2.023 0.848 0.065 0.171 0.448
C -1.148 -2.215 1.569 -0.027 -0.539 0.084
N -0.005 -2.237 0.624 -0.026 0.103 -0.079
C 1.262 -2.122 1.367 0.357 -0.030 0.407
C 0.026 -3.503 -0.146 0.015 -0.203 0.019
H -3.597 0.251 -1.398 -0.044 -0.334 0.210
H -4.564 -0.850 -0.349 0.320 0.086 -0.315
H -3.451 -1.528 -1.587 -0.083 0.215 0.167
H -3.657 0.221 1.626 0.283 0.058 -0.197
H -1.896 0.446 1.820 -0.161 -0.036 -0.337
H -2.771 1.334 0.544 0.089 -0.348 0.152
H -3.283 -2.022 1.610 0.213 -0.189 -0.426
H -2.657 -2.835 0.128 -0.026 0.239 0.253
H -0.972 -1.442 2.332 -0.058 -0.168 -0.386
H -1.179 -3.185 2.095 -0.010 0.273 -0.013
H 1.408 -3.015 2.004 -0.077 0.270 -0.270
H 2.109 -2.038 0.672 -0.327 -0.028 0.181
H 1.244 -1.241 2.020 -0.012 -0.174 -0.297
H 0.082 -4.361 0.552 -0.023 0.321 -0.333
H -0.872 -3.606 -0.766 0.188 -0.011 0.115
H 0.907 -3.517 -0.808 -0.324 0.045 0.309
```
Forces are in eV/Å.

lowest unoccupied orbital energy (spin up / spin down)	-8.1 / -8.1	eV
HOMO-LUMO gap (spin up / spin down)	0.1654 / 0.1653	hartree
charge	+2

---

Going through the records in order, we get relative energy (zero: lowest compared OMol25 entry of this formula, charge and spin) values of 148.3; 0.0 kcal/mol.
Going through the records in order, we get strongest force on any atom values of 4.3; 5.2 eV/A.
Going through the records in order, we get energy values of -17602.9732; -74063.9332 eV.